The following is a DFT calculation (wB97M-V/def2-TZVPD) of a 2-piece molecular cluster, CHClOS2 overall.

Values from the calculation:
Frontier orbital gap in hartree: 0.3332
LUMO energy in eV: -0.33
Total charge: 0
Relative energy (zero: lowest compared OMol25 entry of this formula, charge and spin) in kcal/mol: 10.76

Last column: Löwdin charge in e.
Element x y z (Å)
C -2.079 1.917 -0.503  -0.05
O -2.639 1.944 0.473  0.01
S 2.430 -1.074 -0.399  0.32
S 0.837 -1.830 0.577  -0.05
Cl -0.909 -1.058 -0.176  0.03
H 2.360 0.100 0.028  -0.26